{
  "formula": "C48H112N4O16",
  "method": "the ωB97M-V functional and the def2-TZVPD basis",
  "e_above_lowest_kcal_mol": 66.1,
  "smiles": "CC1(C)CCCC(C)(C)N1O.CC1(C)CCCC(C)(C)N1O.CC1(C)CCCC(C)(C)N1O.CC1(C)CCCC(C)(C)N1O.OCCO.OCCO.OCCO.OCCO.OCCO.OCCO",
  "lumo_ev": 0.05,
  "e_tot_ev": -90303.1564,
  "gap_ev": 8.2,
  "elements": ["C", "C", "O", "O", "H", "H", "H", "H", "H", "H", "C", "C", "O", "O", "H", "H", "H", "H", "H", "H", "C", "C", "O", "O", "H", "H", "H", "H", "H", "H", "C", "C", "O", "O", "H", "H", "H", "H", "H", "H", "C", "C", "O", "O", "H", "H", "H", "H", "H", "H", "C", "C", "O", "O", "H", "H", "H", "H", "H", "H", "C", "C", "C", "C", "C", "C", "N", "O", "C", "C", "C", "H", "H", "H", "H", "H", "H", "H", "H", "H", "H", "H", "H", "H", "H", "H", "H", "H", "H", "H", "C", "C", "C", "C", "C", "C", "N", "O", "C", "C", "C", "H", "H", "H", "H", "H", "H", "H", "H", "H", "H", "H", "H", "H", "H", "H", "H", "H", "H", "H", "C", "C", "C", "C", "C", "C", "N", "O", "C", "C", "C", "H", "H", "H", "H", "H", "H", "H", "H", "H", "H", "H", "H", "H", "H", "H", "H", "H", "H", "H", "C", "C", "C", "C", "C", "C", "N", "O", "C", "C", "C", "H", "H", "H", "H", "H", "H", "H", "H", "H", "H", "H", "H", "H", "H", "H", "H", "H", "H", "H"],
  "xyz": [[-1.03, -4.22, -1.54], [0.26, -4.74, -2.13], [0.03, -5.75, -3.12], [-1.48, -3.07, -2.22], [-0.98, -4.18, -0.44], [-1.81, -5.00, -1.61], [1.07, -5.02, -1.46], [0.74, -3.84, -2.56], [-0.37, -5.29, -3.87], [-2.42, -2.93, -2.09], [-5.47, 0.69, 0.18], [-6.21, 0.39, -1.10], [-6.73, 1.51, -1.75], [-6.36, 1.04, 1.23], [-4.76, 1.51, 0.03], [-4.89, -0.20, 0.45], [-6.88, -0.47, -0.96], [-5.40, 0.05, -1.76], [-7.55, 1.84, -1.38], [-5.88, 1.61, 1.84], [5.86, 1.35, -2.31], [5.20, 1.30, -3.71], [6.03, 0.60, -4.64], [7.25, 1.07, -2.33], [5.29, 0.64, -1.71], [5.81, 2.35, -1.88], [5.03, 2.30, -4.10], [4.20, 0.85, -3.68], [6.08, -0.31, -4.35], [7.57, 1.31, -3.21], [-4.48, 4.67, 2.50], [-3.25, 5.29, 3.08], [-2.10, 4.92, 2.29], [-4.35, 3.25, 2.45], [-4.69, 5.01, 1.49], [-5.31, 4.83, 3.19], [-3.01, 5.00, 4.11], [-3.30, 6.38, 3.16], [-1.34, 5.39, 2.65], [-3.46, 3.01, 2.15], [4.72, 5.23, 0.69], [4.63, 4.52, 2.02], [5.80, 4.57, 2.81], [5.97, 4.91, 0.11], [4.65, 6.31, 0.89], [3.92, 4.92, 0.02], [4.48, 3.45, 1.79], [3.73, 4.82, 2.56], [6.43, 3.99, 2.38], [6.14, 5.40, -0.69], [-1.89, 6.20, -2.34], [-2.43, 5.15, -3.27], [-3.40, 4.35, -2.59], [-2.91, 7.04, -1.83], [-1.10, 6.81, -2.79], [-1.37, 5.66, -1.54], [-1.61, 4.54, -3.63], [-3.01, 5.56, -4.11], [-4.03, 4.97, -2.20], [-2.72, 7.25, -0.91], [5.44, -1.10, -9.10], [4.34, -1.94, -8.41], [4.85, -3.39, -8.61], [3.90, -4.41, -7.96], [3.93, -4.11, -6.46], [3.51, -2.66, -6.15], [4.30, -1.76, -6.98], [4.03, -0.40, -6.65], [2.00, -2.49, -6.32], [3.89, -2.48, -4.67], [3.03, -1.64, -9.15], [5.27, -0.03, -8.96], [5.51, -1.29, -10.16], [6.39, -1.41, -8.66], [4.99, -3.56, -9.68], [5.82, -3.44, -8.11], [4.36, -5.39, -8.10], [2.94, -4.21, -8.42], [4.91, -4.43, -6.11], [3.19, -4.76, -5.99], [1.69, -2.77, -7.33], [1.43, -3.16, -5.67], [1.74, -1.45, -6.16], [3.01, -2.38, -4.03], [4.62, -3.16, -4.24], [4.20, -1.44, -4.49], [2.39, -0.87, -8.70], [2.44, -2.52, -9.40], [3.21, -1.09, -10.09], [4.85, -0.10, -6.25], [2.45, -1.17, 0.11], [1.28, -0.29, -0.32], [-0.08, -0.71, 0.24], [-1.22, 0.32, 0.05], [-0.78, 1.65, 0.61], [0.54, 2.13, -0.01], [1.57, 1.10, 0.03], [2.81, 1.66, -0.37], [0.28, 2.68, -1.42], [0.95, 3.30, 0.89], [1.13, -0.50, -1.85], [2.36, -2.17, -0.30], [2.35, -1.33, 1.19], [3.40, -0.69, -0.08], [-0.49, -1.50, -0.39], [0.05, -0.94, 1.30], [-2.11, -0.11, 0.51], [-1.36, 0.42, -1.03], [-0.73, 1.63, 1.71], [-1.57, 2.40, 0.49], [-0.64, 3.28, -1.39], [1.02, 3.46, -1.65], [0.28, 2.03, -2.29], [1.44, 2.97, 1.82], [1.77, 3.85, 0.42], [0.12, 3.89, 1.28], [2.03, -0.10, -2.34], [0.25, -0.06, -2.31], [1.12, -1.55, -2.14], [3.34, 1.58, 0.43], [-3.83, -2.85, 1.31], [-3.37, -3.20, 2.73], [-4.40, -2.80, 3.78], [-5.64, -3.66, 3.73], [-5.31, -5.14, 3.85], [-4.18, -5.68, 2.92], [-3.15, -4.66, 2.90], [-2.11, -5.03, 1.97], [-3.70, -6.97, 3.55], [-4.83, -5.95, 1.56], [-2.06, -2.51, 3.11], [-4.90, -2.61, 1.33], [-3.45, -3.50, 0.54], [-3.44, -1.84, 1.06], [-3.94, -2.87, 4.78], [-4.67, -1.74, 3.74], [-6.23, -3.42, 2.84], [-6.33, -3.44, 4.55], [-6.23, -5.72, 3.80], [-4.89, -5.26, 4.86], [-2.80, -7.32, 3.02], [-3.28, -6.92, 4.56], [-4.44, -7.76, 3.50], [-5.57, -6.75, 1.53], [-5.31, -5.03, 1.19], [-4.11, -6.20, 0.77], [-1.31, -2.65, 2.33], [-1.67, -2.91, 4.04], [-2.22, -1.44, 3.25], [-1.33, -5.07, 2.53], [1.26, 2.58, 7.70], [1.23, 2.00, 6.29], [1.34, 0.46, 6.38], [0.09, -0.25, 6.93], [-1.12, 0.01, 6.05], [-1.30, 1.48, 5.73], [-0.04, 2.25, 5.61], [-0.24, 3.63, 5.40], [-2.05, 1.69, 4.40], [-2.12, 2.18, 6.85], [2.40, 2.46, 5.43], [0.91, 1.96, 8.53], [0.71, 3.51, 7.83], [2.29, 2.79, 8.03], [1.65, 0.02, 5.43], [2.10, 0.22, 7.13], [-0.04, 0.09, 7.96], [0.33, -1.31, 6.90], [-2.08, -0.32, 6.48], [-1.10, -0.66, 5.19], [-1.86, 2.68, 3.99], [-1.85, 0.89, 3.69], [-3.12, 1.66, 4.63], [-2.94, 1.55, 7.21], [-1.58, 2.62, 7.68], [-2.68, 3.02, 6.40], [2.24, 2.11, 4.41], [3.32, 2.09, 5.88], [2.43, 3.55, 5.40], [-0.05, 3.77, 4.47]]
}